Molecular formula: C36H49BeN5P2Si
Method: DFT, ωB97M-V/def2-TZVPD

```
94
Properties=species:S:1:pos:R:3:lowdin_charge:R:1
Be -0.119 -1.554 0.408 -0.03
C -0.102 3.878 3.444 -0.12
C -1.063 3.327 2.686 -0.10
C -0.990 3.169 1.187 -0.19
C 0.374 2.607 0.716 -0.21
C 1.281 3.545 -0.016 -0.10
C 1.559 4.789 0.410 -0.12
C 1.037 5.375 1.677 -0.19
C 1.171 4.481 2.960 -0.18
C 0.528 -3.251 0.593 -0.21
H -0.231 3.896 4.529 0.10
H -1.985 2.946 3.145 0.10
H -1.237 4.084 0.622 0.12
H -1.795 2.443 0.950 0.09
H 0.901 2.197 1.596 0.08
H 0.181 1.752 0.050 0.07
H 1.757 3.137 -0.919 0.10
H 2.181 5.461 -0.190 0.10
H -0.013 5.675 1.580 0.11
H 1.629 6.291 1.854 0.11
H 1.974 3.732 2.830 0.11
H 1.517 5.141 3.771 0.11
H -0.083 -3.621 1.428 -0.02
H 1.591 -3.339 0.879 0.01
H 0.382 -3.941 -0.248 -0.01
P 1.677 -1.422 -1.185 1.19
P -1.634 -0.880 -1.087 1.25
N 2.875 -0.150 -1.661 -0.24
N 2.629 -2.688 -2.303 -0.16
N -1.791 0.588 -2.315 -0.22
N -3.311 -1.298 -1.662 -0.24
C 0.582 -1.061 -2.580 -0.41
C -0.727 -1.837 -2.367 -0.39
C 4.076 0.043 -0.972 -0.14
C 4.895 0.889 -1.712 -0.09
C 4.192 1.225 -2.909 -0.09
C 2.964 0.576 -2.857 -0.17
C 2.931 -3.997 -1.956 -0.15
C 3.357 -4.693 -3.096 -0.10
C 3.317 -3.775 -4.186 -0.09
C 2.893 -2.557 -3.669 -0.16
C -1.445 1.906 -2.050 -0.15
C -1.239 2.587 -3.244 -0.07
C -1.496 1.664 -4.312 -0.07
C -1.876 0.461 -3.717 -0.16
C -4.316 -0.453 -2.172 -0.14
C -5.167 -1.192 -2.989 -0.08
C -4.697 -2.554 -2.964 -0.08
C -3.579 -2.589 -2.139 -0.17
H 0.978 -1.327 -3.573 0.08
H 0.415 0.025 -2.593 0.06
H -1.234 -1.933 -3.335 0.08
H -0.558 -2.852 -1.969 0.07
H 4.234 -0.454 -0.032 0.10
H 5.891 1.218 -1.447 0.09
H 4.529 1.844 -3.734 0.10
H 2.163 0.565 -3.585 0.10
H 2.837 -4.320 -0.928 0.09
H 3.658 -5.731 -3.134 0.09
H 3.563 -3.961 -5.223 0.09
H 2.760 -1.618 -4.190 0.09
H -1.447 2.284 -1.048 0.06
H -0.935 3.615 -3.335 0.09
H -1.417 1.845 -5.376 0.10
H -2.208 -0.450 -4.202 0.11
H -4.342 0.597 -1.930 0.11
H -6.003 -0.812 -3.563 0.10
H -5.106 -3.400 -3.496 0.09
H -2.936 -3.414 -1.868 0.11
C -3.149 -2.702 1.624 -0.18
Si -2.069 -1.785 2.826 0.42
C -3.178 -0.438 3.541 -0.17
C -1.554 -3.039 4.134 -0.16
N -0.624 -1.090 1.992 -0.14
C 0.286 -0.419 2.779 -0.35
C 1.526 0.003 2.221 -0.09
C 2.397 0.819 2.940 -0.12
C 2.104 1.185 4.256 -0.13
C 0.945 0.697 4.869 -0.09
C 0.047 -0.090 4.150 -0.06
H -4.102 -2.919 2.129 0.05
H -2.692 -3.651 1.326 0.03
H -3.370 -2.127 0.720 -0.01
H -4.210 -0.831 3.554 0.03
H -2.932 -0.136 4.570 0.03
H -3.170 0.463 2.907 0.03
H -1.130 -3.924 3.641 0.03
H -0.805 -2.669 4.844 0.03
H -2.437 -3.357 4.709 0.04
H 1.773 -0.259 1.181 0.04
H 3.302 1.166 2.442 0.11
H 2.771 1.853 4.802 0.10
H 0.737 0.946 5.911 0.10
H -0.866 -0.427 4.660 0.06
```

As for the HOMO-LUMO gap: 5.47 eV. As for the LUMO energy: -1.619 eV. The maximum force is 0.1390 hartree/bohr. For the total energy, the calculation gives -2661.79958 a.u. Its total charge is 0. As for the energy relative to the best compared isomer or geometry (same formula, charge and spin): 59.3 kcal per mole.